[1]
{"formula": "C32H51Cl42N2O", "method": "wB97M-V/def2-TZVPD", "fmax_ev_per_a": 5.5, "homo_lumo_gap_ha": 0.3285, "total_charge": 1, "e_lumo_ev": -2.04, "elements": ["C", "C", "C", "C", "C", "C", "C", "N", "C", "C", "N", "C", "C", "C", "C", "C", "C", "C", "C", "O", "C", "H", "H", "H", "H", "H", "H", "H", "H", "H", "H", "H", "H", "H", "H", "H", "H", "H", "H", "H", "H", "H", "H", "H", "H", "H", "H", "H", "H", "H", "H", "H", "H", "H", "H", "H", "H", "H", "C", "Cl", "Cl", "Cl", "H", "C", "Cl", "Cl", "Cl", "H", "C", "Cl", "Cl", "Cl", "H", "C", "Cl", "Cl", "Cl", "H", "C", "Cl", "Cl", "Cl", "H", "C", "Cl", "Cl", "Cl", "H", "C", "Cl", "Cl", "Cl", "H", "C", "Cl", "Cl", "Cl", "H", "C", "Cl", "Cl", "Cl", "H", "C", "Cl", "Cl", "Cl", "H", "C", "Cl", "Cl", "Cl", "H", "C", "Cl", "Cl", "Cl", "H", "C", "Cl", "Cl", "Cl", "H", "C", "Cl", "Cl", "Cl", "H"], "xyz": [[3.287, 3.043, 2.735], [3.163, 2.396, 1.197], [3.734, 0.823, 1.227], [5.393, 0.995, 1.091], [6.194, -0.435, 1.072], [5.366, -1.465, 0.101], [3.741, -1.432, 0.306], [3.127, -0.027, 0.136], [3.398, 0.530, -1.278], [2.808, -0.487, -2.469], [1.969, -0.090, -3.480], [1.633, -0.220, 0.205], [0.958, -0.163, 1.690], [-0.698, -0.195, 1.459], [-1.247, -1.629, 0.885], [-2.733, -2.010, 1.469], [-3.739, -0.735, 1.694], [-4.254, -0.006, 0.318], [-5.619, 0.873, 0.712], [-6.704, 0.718, -0.281], [-7.953, 1.359, 0.165], [2.220, 3.137, 3.208], [3.720, 4.143, 2.606], [3.932, 2.381, 3.457], [3.734, 3.074, 0.435], [2.015, 2.451, 0.930], [3.602, 0.364, 2.322], [5.615, 1.688, 0.152], [5.723, 1.597, 2.042], [7.279, -0.211, 0.632], [6.391, -0.875, 2.159], [5.655, -1.187, -1.022], [5.805, -2.543, 0.284], [3.181, -2.252, -0.318], [3.545, -1.700, 1.453], [2.849, 1.562, -1.458], [4.535, 0.645, -1.522], [3.153, -1.628, -2.458], [1.747, -0.929, -4.097], [1.252, -1.238, -0.290], [1.149, 0.673, -0.423], [1.162, 0.808, 2.309], [1.282, -1.148, 2.277], [-1.147, 0.055, 2.536], [-0.979, 0.646, 0.664], [-0.487, -2.523, 1.068], [-1.364, -1.568, -0.302], [-3.180, -2.850, 0.758], [-2.552, -2.557, 2.512], [-4.713, -1.171, 2.229], [-3.323, 0.095, 2.407], [-3.441, 0.788, 0.012], [-4.479, -0.783, -0.538], [-5.394, 2.034, 0.793], [-6.048, 0.550, 1.778], [-8.654, 0.529, 0.631], [-7.811, 2.197, 0.976], [-8.570, 1.863, -0.717], [9.219, -3.280, 0.201], [8.022, -4.412, 0.854], [8.425, -2.024, -0.765], [10.165, -2.552, 1.511], [9.900, -3.835, -0.448], [4.419, -3.032, -5.013], [3.222, -4.164, -4.361], [3.625, -1.777, -5.979], [5.365, -2.304, -3.704], [5.100, -3.587, -5.663], [5.780, -6.945, -3.549], [4.857, -8.413, -3.184], [6.190, -6.081, -2.057], [7.246, -7.342, -4.461], [5.157, -6.291, -4.165], [-11.969, 1.517, 1.679], [-11.655, 1.413, -0.062], [-11.174, 0.185, 2.535], [-11.425, 3.078, 2.316], [-13.047, 1.435, 1.840], [-0.721, -4.786, -3.015], [-1.652, -5.671, -1.795], [0.415, -3.668, -2.241], [0.142, -5.912, -4.077], [-1.417, -4.203, -3.624], [3.761, 3.725, -4.001], [5.073, 4.884, -4.270], [4.226, 2.114, -4.576], [3.320, 3.670, -2.286], [2.888, 4.054, -4.571], [0.289, 2.487, -6.365], [0.585, 4.006, -5.503], [-1.441, 2.284, -6.691], [1.216, 2.436, -7.874], [0.619, 1.660, -5.730], [5.650, 1.168, -8.528], [4.055, 1.756, -8.028], [6.063, 1.782, -10.138], [6.884, 1.639, -7.347], [5.615, 0.077, -8.574], [5.389, 0.443, 6.202], [5.685, 1.963, 7.064], [3.659, 0.241, 5.876], [6.316, 0.393, 4.693], [5.719, -0.383, 6.837], [2.724, 7.662, 2.361], [1.049, 8.229, 2.251], [3.056, 7.014, 3.977], [3.050, 6.438, 1.122], [3.388, 8.513, 2.188], [-13.474, -3.282, 2.994], [-14.671, -4.415, 3.646], [-14.267, -2.027, 2.028], [-12.528, -2.555, 4.303], [-12.793, -3.838, 2.344], [5.264, -0.518, 10.729], [5.561, 1.001, 11.592], [3.534, -0.721, 10.404], [6.192, -0.568, 9.220], [5.594, -1.344, 11.364], [-14.086, -2.742, -1.941], [-13.772, -2.846, -3.682], [-13.291, -4.074, -1.085], [-13.542, -1.181, -1.304], [-15.164, -2.823, -1.780], [-8.091, 5.615, 0.704], [-9.288, 4.483, 1.356], [-8.884, 6.870, -0.262], [-7.145, 6.343, 2.013], [-7.410, 5.059, 0.054]], "atomic_forces_ev_per_a": [[-0.19, 0.46, -0.63], [-0.76, -0.22, 1.06], [1.87, 3.15, 1.66], [-0.39, -0.08, 0.23], [0.09, 0.78, -0.36], [0.87, 0.12, -0.54], [1.45, -1.76, 1.74], [0.55, -1.73, -1.15], [-0.33, 0.22, -2.99], [-2.18, -0.14, -2.41], [3.11, -1.96, 4.04], [-3.47, 1.10, 0.47], [-0.91, -0.76, -0.39], [0.75, -0.19, 0.24], [-0.38, 0.05, -0.89], [0.75, -0.51, 0.63], [-1.16, -0.70, -0.24], [-0.43, 0.75, 0.88], [-0.39, 0.39, 0.48], [0.17, 1.02, 1.35], [-1.24, -0.02, 0.51], [2.05, -0.19, -0.92], [-0.83, -2.53, 0.62], [-1.05, 1.38, -1.49], [-0.88, -1.56, 1.43], [2.33, -0.28, 0.32], [-0.32, 0.71, -2.71], [-0.32, -1.67, 1.91], [-0.79, -1.06, -1.87], [-2.56, -0.65, 0.93], [-0.82, 0.94, -2.32], [-0.81, -0.68, 2.36], [-1.31, 2.02, -0.43], [1.15, 1.92, 0.96], [0.29, 0.56, -2.51], [1.24, -2.40, 0.80], [-2.17, -0.20, 0.85], [-0.62, 2.61, 0.28], [0.60, 1.11, 1.08], [1.33, 2.28, 0.93], [1.04, -2.03, 1.34], [0.03, -1.93, -1.31], [-0.73, 2.27, -1.00], [0.81, -0.56, -2.57], [0.52, -1.61, 1.97], [-1.56, 1.90, -0.13], [0.39, 0.05, 2.49], [0.65, 2.00, 1.46], [-0.52, 1.29, -2.09], [2.15, 0.89, -1.11], [-0.58, -1.76, -1.30], [-1.57, -1.77, 0.20], [0.41, 1.68, 1.74], [-0.16, -2.30, -0.14], [1.03, 0.48, -2.16], [1.38, 1.67, -0.85], [0.07, -1.67, -1.54], [1.70, -1.23, 1.57], [0.23, -0.09, 0.09], [0.10, 0.10, -0.09], [0.38, -0.30, -0.21], [-0.16, -0.11, -0.24], [-0.26, 0.19, 0.21], [0.02, -0.07, -0.17], [0.17, 0.15, -0.08], [0.17, -0.15, 0.02], [0.19, -0.17, -0.18], [-0.20, 0.22, 0.22], [-0.05, -0.12, -0.10], [0.09, 0.27, -0.08], [-0.05, 0.03, -0.14], [-0.20, 0.11, 0.09], [0.19, -0.24, 0.24], [-0.08, -0.11, 0.07], [-0.07, 0.07, 0.18], [-0.13, 0.22, -0.14], [-0.84, -0.67, 0.28], [0.37, 0.01, -0.05], [-0.27, -0.25, -0.08], [0.15, 0.21, -0.21], [-0.04, 0.09, 0.00], [-0.12, 0.19, 0.13], [0.26, -0.17, 0.22], [0.24, 0.11, -0.42], [-0.26, -0.20, 0.08], [-0.07, 0.25, 0.17], [-0.03, 0.46, -0.11], [0.33, -0.17, 0.27], [-0.09, -0.25, -0.09], [-0.14, -0.08, -0.05], [0.28, 0.02, 0.10], [-0.53, 0.11, 0.29], [-0.07, 0.30, -0.15], [0.07, -0.02, -0.11], [0.56, -0.29, -0.19], [-0.07, -0.14, 0.24], [-0.12, -0.11, -0.07], [0.02, 0.38, 0.02], [0.03, 0.19, 0.22], [-0.09, -0.25, -0.29], [0.14, -0.04, 0.01], [-0.03, -0.02, 0.06], [-0.19, 0.31, -0.34], [-0.09, 0.19, 0.13], [0.29, -0.07, -0.01], [0.00, 0.08, -0.21], [0.01, 0.12, -0.02], [-0.22, -0.32, 0.04], [0.01, -0.06, -0.01], [0.19, 0.12, -0.12], [0.09, -0.16, 0.12], [-0.09, -0.15, -0.13], [-0.24, 0.21, 0.20], [-0.16, 0.05, 0.27], [-0.01, -0.28, -0.16], [0.25, -0.01, 0.02], [0.12, -0.21, 0.41], [-0.09, 0.28, -0.26], [-0.11, 0.07, -0.02], [-0.08, 0.00, 0.24], [-0.10, 0.09, -0.06], [-0.07, -0.19, -0.15], [0.38, 0.01, -0.05], [0.05, -0.02, -0.05], [0.77, 0.69, -0.46], [0.13, -0.18, 0.08], [-0.02, -0.09, -0.14], [-0.22, 0.20, 0.20]], "mulliken_charge": [-0.69, -0.29, -0.29, -0.55, -0.34, 0.07, -0.60, 0.70, 0.13, 0.04, -0.46, -0.43, -0.15, -0.55, -0.15, -0.90, -0.42, -0.14, -0.46, -0.39, -0.30, 0.28, 0.20, 0.08, 0.18, 0.21, 0.15, 0.27, 0.35, 0.27, 0.11, -0.13, 0.09, 0.38, 0.46, -0.36, 0.60, -0.08, 0.29, -0.36, 0.34, 0.11, 0.27, 0.33, 0.13, 0.28, 0.17, 0.28, 0.30, 0.43, 0.11, 0.10, 0.24, 0.22, 0.28, 0.16, 0.16, 0.19, -0.04, -0.13, -0.07, -0.11, 0.37, -0.25, -0.07, -0.07, 0.00, 0.46, 0.33, -0.12, -0.06, -0.12, -0.03, 0.01, -0.14, -0.10, -0.12, 0.35, -0.09, -0.11, -0.02, -0.11, 0.32, 0.40, -0.13, 0.01, -0.06, -0.19, 0.50, -0.17, -0.13, -0.12, -0.10, 0.00, -0.02, -0.12, -0.11, 0.25, 0.16, -0.10, -0.14, -0.14, 0.19, -0.04, -0.11, -0.11, -0.05, 0.33, 0.10, -0.13, -0.09, -0.13, 0.24, 0.02, -0.11, -0.12, -0.11, 0.33, -0.02, -0.13, -0.12, -0.05, 0.31, 0.03, -0.04, -0.12, -0.14, 0.25]}

[2]
{"formula": "C32H51N4O2P2Pb", "method": "wB97M-V/def2-TZVPD", "fmax_ev_per_a": 5.0, "e_above_lowest_ev": 3.816, "homo_lumo_gap_ha": [0.1074, 0.1081], "total_charge": 1, "e_lumo_ev": [-3.05, -3.05], "elements": ["C", "C", "C", "C", "C", "H", "H", "H", "N", "P", "P", "C", "H", "H", "C", "H", "C", "C", "C", "C", "C", "H", "H", "H", "C", "H", "H", "H", "C", "H", "H", "H", "C", "H", "H", "H", "C", "H", "H", "H", "C", "H", "H", "H", "C", "H", "H", "H", "C", "H", "H", "H", "C", "H", "H", "H", "C", "H", "H", "H", "C", "H", "H", "H", "C", "H", "H", "H", "Pb", "C", "O", "N", "C", "C", "C", "C", "C", "H", "C", "H", "C", "H", "H", "H", "N", "C", "N", "O", "H", "H", "H", "H"], "xyz": [[-1.054, 1.990, 1.759], [-2.245, 1.302, -0.131], [-2.075, 2.874, 2.124], [-3.359, 2.056, 0.261], [-3.267, 2.864, 1.397], [-1.889, 3.561, 2.947], [-4.247, 2.027, -0.368], [-4.101, 3.492, 1.707], [-1.194, 1.160, 0.713], [1.071, 0.429, 2.799], [-1.739, -0.666, -2.556], [0.317, 2.067, 2.446], [1.013, 2.627, 1.793], [0.254, 2.659, 3.375], [-2.031, 0.938, -1.585], [-2.726, 1.513, -2.219], [-1.630, -0.378, -4.392], [-2.404, -2.275, -2.009], [2.931, 0.752, 2.797], [0.277, 0.036, 4.472], [-0.237, -0.831, -4.888], [-0.055, -1.900, -4.725], [-0.178, -0.635, -5.968], [0.570, -0.270, -4.404], [-2.704, -1.143, -5.186], [-2.618, -2.231, -5.096], [-3.713, -0.820, -4.901], [-2.569, -0.898, -6.251], [-1.803, 1.118, -4.745], [-1.724, 1.210, -5.840], [-2.792, 1.491, -4.450], [-1.024, 1.753, -4.303], [-1.647, -3.376, -2.775], [-0.582, -3.390, -2.503], [-2.081, -4.349, -2.505], [-1.710, -3.279, -3.865], [-2.258, -2.532, -0.494], [-1.233, -2.832, -0.224], [-2.580, -1.671, 0.108], [-2.900, -3.387, -0.226], [-3.911, -2.241, -2.349], [-4.099, -2.199, -3.426], [-4.404, -3.140, -1.957], [-4.391, -1.369, -1.881], [1.078, -1.082, 5.158], [0.547, -1.369, 6.078], [1.170, -1.982, 4.535], [2.079, -0.743, 5.457], [-1.153, -0.453, 4.175], [-1.749, 0.315, 3.664], [-1.160, -1.372, 3.568], [-1.645, -0.677, 5.134], [0.198, 1.248, 5.412], [-0.115, 0.880, 6.402], [1.165, 1.753, 5.538], [-0.553, 1.979, 5.089], [3.358, 1.335, 1.433], [2.924, 2.324, 1.238], [4.454, 1.451, 1.443], [3.108, 0.665, 0.595], [3.676, -0.580, 2.994], [3.473, -1.288, 2.179], [4.755, -0.369, 2.994], [3.432, -1.063, 3.946], [3.287, 1.721, 3.930], [2.747, 2.674, 3.853], [3.115, 1.283, 4.923], [4.363, 1.943, 3.856], [0.485, -0.975, 0.512], [-0.012, -3.076, 2.341], [-0.147, -3.972, 3.043], [-0.144, -0.354, -2.030], [-0.615, 0.932, -1.842], [0.211, 2.111, -1.940], [1.587, 1.978, -2.211], [-0.379, 3.397, -1.918], [2.309, 3.097, -2.627], [2.041, 0.987, -2.147], [0.350, 4.501, -2.345], [-1.416, 3.495, -1.603], [1.686, 4.350, -2.730], [3.364, 2.998, -2.883], [-0.133, 5.479, -2.382], [2.240, 5.205, -3.114], [2.276, -4.484, 0.302], [2.919, -3.401, -0.191], [4.006, -3.623, -0.963], [2.541, -2.211, 0.029], [2.700, -5.396, 0.181], [1.536, -4.356, 0.990], [4.468, -2.820, -1.365], [4.316, -4.562, -1.177]], "atomic_forces_ev_per_a": [[-0.11, 0.17, -0.08], [-0.95, 0.14, 1.10], [0.07, -0.10, -0.17], [0.40, -0.18, 0.12], [0.14, -0.26, 0.24], [-0.25, -0.07, -0.16], [0.19, 0.25, 0.12], [0.21, -0.06, -0.16], [0.41, 0.27, -0.39], [0.19, 0.88, 0.77], [3.79, 1.11, 1.84], [-0.28, 0.34, -0.17], [-0.43, -0.30, 0.04], [-0.06, -0.21, -0.43], [-1.84, -0.88, -0.36], [0.12, 0.35, 0.32], [-0.60, 0.13, -0.89], [-0.53, -0.31, -0.38], [-0.25, -0.04, 0.56], [0.52, -0.04, -0.07], [0.16, 0.06, 0.20], [-0.05, 0.20, 0.00], [-0.18, -0.06, 0.19], [-0.27, -0.13, 0.01], [-0.04, 0.13, -0.28], [-0.15, 0.29, -0.05], [0.16, -0.12, -0.14], [-0.07, -0.07, 0.29], [0.12, 0.11, 0.04], [-0.11, -0.04, 0.27], [0.21, -0.03, -0.07], [-0.27, -0.26, -0.01], [-0.01, -0.28, 0.03], [-0.25, 0.09, -0.03], [0.09, 0.12, -0.05], [-0.01, -0.04, 0.41], [-0.07, -0.05, -0.13], [-0.34, 0.17, -0.22], [0.11, -0.13, -0.07], [0.07, 0.23, -0.07], [-0.13, -0.24, 0.05], [0.05, -0.05, 0.33], [0.08, 0.13, -0.07], [0.06, -0.17, -0.07], [-0.16, 0.03, 0.32], [0.13, -0.01, -0.22], [0.07, 0.23, 0.10], [-0.30, -0.12, -0.10], [0.02, 0.02, 0.07], [0.12, -0.22, 0.09], [-0.07, 0.34, 0.21], [0.08, 0.01, -0.26], [-0.04, -0.07, 0.27], [0.06, 0.16, -0.23], [-0.34, -0.12, -0.03], [0.20, -0.19, 0.09], [-0.21, 0.05, 0.12], [0.14, -0.27, -0.04], [-0.32, -0.05, -0.01], [0.04, 0.18, 0.16], [0.03, -0.03, 0.06], [0.01, 0.17, 0.12], [-0.21, -0.10, -0.01], [0.10, 0.11, -0.23], [0.49, 0.10, -0.05], [0.11, -0.22, 0.03], [0.03, 0.11, -0.30], [-0.22, 0.05, 0.10], [-0.94, 0.23, -2.79], [-0.57, -2.70, 2.33], [0.38, 2.13, -1.80], [-0.53, -3.94, 0.84], [2.19, 4.42, -0.90], [-1.60, -1.84, -0.24], [0.66, 0.46, -0.12], [0.36, 0.61, 0.00], [-0.26, -0.01, 0.21], [-0.06, 0.25, -0.20], [-0.16, -0.38, 0.28], [0.07, 0.11, -0.18], [0.31, 0.13, -0.14], [-0.23, 0.03, 0.03], [0.18, -0.22, 0.00], [-0.08, -0.19, 0.15], [-0.04, -0.12, 0.13], [0.02, 1.64, -0.14], [-0.28, -0.23, 0.23], [0.72, -1.78, -0.07], [-0.39, 0.23, 0.23], [0.61, -0.19, -0.49], [-0.10, -0.25, 0.04], [0.04, 0.41, -0.05]], "mulliken_charge": [-0.59, -0.76, -0.61, -0.76, -1.04, 0.50, 0.54, 0.43, 1.22, 0.37, 0.42, -0.75, 0.29, 0.65, -0.12, 0.34, 2.03, 2.50, 1.78, 1.80, -1.50, 0.29, 0.50, 0.20, -2.09, 0.36, 0.43, 0.51, -1.66, 0.58, 0.34, 0.15, -1.58, 0.16, 0.52, 0.34, -1.55, -0.12, 0.26, 0.63, -1.87, 0.38, 0.52, 0.36, -1.79, 0.53, 0.22, 0.31, -1.24, 0.26, -0.03, 0.55, -1.70, 0.53, 0.26, 0.36, -1.87, 0.39, 0.61, 0.35, -1.52, 0.04, 0.53, 0.30, -1.76, 0.30, 0.33, 0.52, 1.89, -0.18, -0.17, -1.00, 0.14, 0.92, -0.60, -0.53, -0.79, 0.52, -0.78, 0.30, -0.72, 0.39, 0.42, 0.37, -0.27, 0.54, -0.43, -0.53, 0.21, 0.05, 0.24, 0.16]}